The following is a DFT calculation (ωB97M-V with the def2-TZVPD basis set) of a molecular structure, C35H56N13S2Sr at a distorted geometry.

Structure (XYZ):
```
107
Properties=species:S:1:pos:R:3:forces:R:3
Sr -0.476800 0.047300 -0.112700 -0.59 -0.95 -0.21
N -1.433500 1.857800 1.453100 -0.43 0.14 0.22
C -0.429500 2.402400 2.355900 0.36 0.32 0.20
C 0.904600 2.428900 1.625200 -0.15 0.14 0.30
N 1.302500 1.073000 1.285700 0.59 0.08 0.70
C 2.619500 0.975700 0.673200 0.25 0.14 -0.39
C 2.524200 1.081200 -0.848900 0.46 0.28 0.27
N 1.670900 0.012200 -1.337400 0.78 -0.11 -0.61
H -1.661900 2.550600 0.748400 -0.15 0.07 -0.14
H -2.285500 1.655800 1.962600 -0.08 -0.05 -0.11
H -0.360100 1.751900 3.233300 -0.04 0.12 -0.05
H -0.682500 3.419200 2.689600 0.11 -0.16 0.08
H 1.662300 2.929500 2.248900 -0.05 0.06 -0.12
H 0.758900 2.988000 0.701900 0.13 0.15 -0.04
H 1.291300 0.522100 2.144600 -0.16 -0.17 -0.05
H 3.038100 -0.003600 0.916300 0.04 0.03 0.05
H 3.298800 1.748500 1.061500 0.04 -0.11 -0.03
H 3.536800 1.061900 -1.278900 -0.14 0.06 0.06
H 2.053500 2.025800 -1.118800 0.03 0.07 -0.04
H 2.113600 -0.894400 -1.193800 -0.21 -0.06 0.05
H 1.520700 0.101800 -2.336800 0.04 -0.02 -0.11
N 1.997000 -2.525200 0.859700 0.10 0.01 0.05
N 1.398700 -3.763800 0.573700 -0.09 -0.40 0.52
C 0.433300 -3.874600 -0.364200 0.34 -0.42 -0.17
N -0.298400 -5.004300 -0.336500 0.14 -0.04 0.32
S 0.224500 -2.816800 -1.630200 -0.32 0.62 -0.51
H 2.932100 -2.702700 1.217400 -0.14 -0.08 -0.17
H 1.434000 -2.059800 1.585600 -0.04 -0.17 -0.07
H 1.315700 -4.412800 1.356800 0.00 0.32 -0.20
H -0.339200 -5.591700 0.479700 0.00 0.02 0.03
H -1.017400 -5.110500 -1.031500 0.09 0.10 0.05
C 2.853600 0.360400 4.195900 -0.04 -0.03 0.05
C 1.475700 -0.008500 4.664100 -0.06 -0.07 -0.13
C 1.109100 0.276600 5.993400 -0.32 -0.03 0.24
C -0.142400 -0.060600 6.420400 0.28 0.12 -0.06
C -1.028800 -0.712300 5.540900 0.15 0.00 -0.31
C -2.300400 -1.141400 5.958900 -0.26 -0.11 -0.02
C -3.114300 -1.815600 5.087000 0.07 0.24 0.48
C -2.684100 -2.065100 3.786500 0.19 0.16 -0.20
C -1.453600 -1.636200 3.318700 -0.21 -0.33 -0.12
S -0.984700 -2.094400 1.712900 0.05 -0.23 -0.14
C -0.578700 -0.948700 4.210000 -0.64 0.01 0.58
N 0.653700 -0.567100 3.803600 0.64 0.01 -0.05
H 2.881900 1.405800 3.888500 0.07 0.12 -0.06
H 3.159700 -0.261900 3.360300 0.01 -0.04 -0.10
H 3.572500 0.236700 5.001600 0.09 0.02 0.04
H 1.816600 0.750800 6.655600 0.08 0.05 0.07
H -0.463300 0.152300 7.430200 -0.01 0.00 0.11
H -2.604200 -0.948200 6.975900 -0.07 0.02 0.13
H -4.085100 -2.166700 5.404700 -0.07 -0.03 0.06
H -3.315100 -2.630600 3.115100 -0.01 -0.02 -0.06
C -4.420000 1.312500 -3.669700 0.15 0.14 -0.22
N -4.581200 0.836700 -2.316600 0.09 0.01 0.16
C -5.887300 0.258900 -2.081100 -0.18 -0.05 0.12
C -3.575200 0.714300 -1.403000 -0.23 0.43 -0.23
N -2.307200 0.679600 -1.662700 -0.40 0.44 -0.07
C -1.849800 0.254100 -2.917100 -0.32 -0.79 -0.42
C -2.368300 -0.935300 -3.397800 0.19 0.18 0.29
C -1.957900 -1.496500 -4.604700 0.12 0.07 -0.31
C -1.045500 -0.831400 -5.367200 -0.17 -0.23 0.09
C -0.478000 0.377000 -4.919900 0.01 0.03 0.06
C 0.460800 1.005900 -5.760000 0.23 0.23 -0.07
C 1.046400 2.178300 -5.385700 -0.11 -0.19 -0.23
C 0.710000 2.743900 -4.158100 -0.18 -0.15 0.23
C -0.196400 2.161800 -3.281600 0.56 0.43 -0.67
N -0.295300 2.774200 -2.035400 -0.11 -0.34 0.76
C -0.406000 4.058100 -1.961000 -0.31 -0.03 0.03
N 0.126700 4.691800 -0.840200 0.01 0.33 -0.21
C -0.606400 5.771300 -0.215900 -0.04 0.01 0.11
C 1.569500 4.839400 -0.773900 0.06 -0.11 0.02
N -1.092300 4.843300 -2.847900 0.09 -0.12 0.15
C -2.107800 4.297000 -3.709300 -0.14 -0.14 -0.03
C -0.628900 6.155600 -3.235800 0.05 0.19 0.02
C -0.840600 0.941300 -3.657200 0.02 -0.02 -0.16
N -3.939600 0.729800 -0.058300 -0.43 -0.05 -0.06
C -4.993600 1.613900 0.391400 0.02 0.13 0.03
C -3.885600 -0.513800 0.685600 0.16 -0.08 -0.02
H -5.250500 1.986700 -3.898900 0.06 -0.02 -0.01
H -4.422400 0.488700 -4.392200 0.00 0.06 0.05
H -3.485300 1.850700 -3.779100 -0.06 -0.02 -0.06
H -6.176000 -0.323500 -2.958400 0.00 -0.02 0.02
H -6.643700 1.031300 -1.920000 -0.04 -0.05 0.01
H -5.861000 -0.413600 -1.230600 -0.07 -0.01 0.07
H -3.113400 -1.447000 -2.802400 0.02 -0.04 0.08
H -2.367300 -2.439500 -4.930000 -0.07 -0.10 -0.04
H -0.729200 -1.214700 -6.324100 0.05 -0.11 -0.10
H 0.703700 0.537400 -6.701500 0.04 -0.05 -0.08
H 1.766100 2.671300 -6.020400 0.08 0.03 -0.10
H 1.188900 3.668300 -3.862600 0.07 0.00 0.09
H -0.274900 6.766000 -0.532600 0.01 0.02 -0.02
H -0.464300 5.698100 0.864700 -0.05 0.10 0.04
H -1.665000 5.667300 -0.441600 -0.05 0.04 0.06
H 2.042300 4.087300 -1.402300 0.04 0.00 0.05
H 1.891800 5.831900 -1.111800 -0.04 0.01 -0.06
H 1.919600 4.717100 0.251100 0.07 -0.01 0.04
H -2.537700 3.428100 -3.219700 -0.04 0.00 -0.04
H -1.718300 4.003500 -4.691300 -0.03 -0.02 0.06
H -2.887600 5.048600 -3.850200 -0.01 -0.02 0.00
H 0.303700 6.399000 -2.737100 0.02 0.05 0.05
H -1.374600 6.920200 -3.004200 0.04 0.04 -0.02
H -0.445800 6.167700 -4.314400 0.03 0.02 0.02
H -5.972200 1.128000 0.463500 -0.02 -0.02 -0.04
H -5.066800 2.472300 -0.271800 -0.04 0.07 0.00
H -4.737800 1.968200 1.392400 -0.04 0.06 0.03
H -3.189900 -1.202900 0.209800 -0.02 -0.05 0.16
H -4.873000 -0.990700 0.739400 -0.02 -0.01 -0.03
H -3.553000 -0.331500 1.708500 0.07 -0.11 0.03
```
Positions in Å, forces in eV/Å.

Summary:
2S+1	1
DFT total energy	-79080.5703	eV
HOMO-LUMO gap	7.32	eV
charge	+1

Here are the Löwdin charges for atoms 1 to 2, given in e: atom 1 (Sr): 1.17, atom 2 (N): -0.05



The following is a DFT calculation (ωB97M-V with the def2-TZVPD basis set) of 2 unconnected molecules or ions with the total composition C3H9NO at a distorted geometry.

Structure (XYZ):
```
14
Properties=species:S:1:pos:R:3:forces:R:3
C -2.339737 0.063624 -2.477256 0.56 1.92 0.04
N -2.760755 0.097427 -1.281002 -1.34 -2.26 -0.74
H -2.986923 0.322805 -3.318902 -0.15 0.40 0.22
H -1.268321 0.149257 -2.711509 0.04 -1.39 -0.12
H -2.197232 -0.544586 -0.719172 0.91 1.36 0.61
C 1.577451 -0.191737 2.396232 0.56 0.70 0.46
C 1.646316 -0.514553 0.928701 -0.06 -0.82 -0.56
O 1.303338 0.560157 0.059717 0.32 0.02 0.48
H 0.626052 0.149211 2.802040 -0.25 -0.30 -0.34
H 1.962633 -1.020245 2.990376 -0.17 -0.12 0.00
H 2.267454 0.640880 2.587189 0.03 -0.05 0.03
H 1.015048 -1.357478 0.637683 -0.29 0.18 0.18
H 2.657612 -0.882464 0.706446 0.06 0.23 0.00
H 1.934958 1.255290 0.282444 -0.23 0.16 -0.26
```
Positions in Å, forces in eV/Å.

Summary:
2S+1	1
SMILES	C=N.CCO
DFT total energy	-6792.6093	eV
HOMO-LUMO gap	10.27	eV
charge	0

Here are the Löwdin charges for atoms 1 to 2, given in e: atom 1 (C): -0.15, atom 2 (N): 0.01



Among the records above, which one has the lowest charge? C3H9NO